Entry 1:
The following is a quantum chemistry calculation of a gas-phase ion, C4H11N2O2 (charge +1) in a non-equilibrium geometry, from the Open Molecules 2025 dataset.

Each line ends with the natural charge from an NBO analysis.
Element x y z (Å)
N1 1.49525 -0.25572 0.73370  -0.691
C1 0.07680 -0.50158 0.25939  -0.162
C2 -0.00261 -0.14103 -1.34857  0.130
C3 0.60083 -1.18460 -2.29785  -0.634
O1 0.76376 1.05411 -1.43029  -0.791
C4 -0.82092 0.26596 1.18141  0.640
N2 -2.15572 -0.01444 1.21886  -0.782
O2 -0.27886 0.92868 2.06556  -0.602
H1 1.79555 0.70349 0.37213  0.495
H2 2.01924 -1.07030 0.43229  0.443
H3 1.49240 -0.26302 1.75970  0.468
H4 -0.30574 -1.56284 0.32416  0.248
H5 -1.01337 0.01914 -1.57123  0.199
H6 1.67702 -0.87857 -2.26557  0.224
H7 0.34207 -1.09064 -3.42740  0.261
H8 0.40331 -2.05419 -1.88267  0.202
H9 0.47735 1.86826 -1.91787  0.530
H10 -2.66043 -0.75657 0.79389  0.412
H11 -2.60789 0.48155 1.86622  0.409

Cartesian forces, eV/Å:
N -1.202 -0.190 -0.194
C -0.746 -0.819 -2.721
C 1.188 0.861 0.876
C 1.762 5.250 -2.245
O 0.391 1.274 -0.045
C -0.259 -0.311 1.925
N 3.020 -1.037 -2.804
O -0.504 0.127 -0.999
H -0.234 -1.516 0.189
H 0.812 0.389 -0.424
H -0.062 0.473 -0.061
H 1.277 0.722 0.247
H -1.658 0.376 -0.106
H -0.505 -1.014 -0.066
H -0.115 -0.122 2.232
H -0.616 -4.717 1.231
H -0.324 -1.568 0.507
H 0.076 -0.430 -0.654
H -2.303 2.252 3.110

* charge: +1
* frontier orbital gap: 11.2 eV
* HOMO level: -14.49 eV


Entry 2:
The following is a quantum chemistry calculation of 2 unconnected molecules or ions with the total composition C4H11N2O2S in a non-equilibrium geometry, from the Open Molecules 2025 dataset.

Each line ends with the natural charge from an NBO analysis.
Element x y z (Å)
C1 -0.63465 -1.23628 0.45696  -0.222
N1 -0.72159 -0.09950 1.50090  -0.674
C2 -0.61663 1.36615 1.34569  0.794
N2 -0.92202 1.88322 0.10725  -0.842
O1 -0.48513 2.08037 2.35193  -0.624
C3 -0.76349 -0.90680 -1.03777  -0.471
C4 0.53769 -0.74523 -1.65955  -0.520
S1 1.14991 1.06097 -1.97287  0.021
H1 0.20367 -1.72341 0.79216  0.195
H2 -1.40827 -2.07045 0.67242  0.202
H3 -0.15945 -0.34102 2.33853  0.409
H4 -0.99442 1.34060 -0.71068  0.380
H5 -0.65068 2.79934 -0.19855  0.408
H6 -1.13284 -1.96363 -1.43881  0.241
H7 -1.62812 -0.11239 -1.25949  0.241
H8 1.36698 -1.24057 -1.13642  0.216
H9 0.59825 -1.12598 -2.67904  0.245
H10 2.45316 1.05065 0.76252  0.479
H11 1.65755 -0.22450 0.48131  0.455
O2 2.15008 0.20845 1.28350  -0.933

Cartesian forces, eV/Å:
C -3.660 1.402 1.580
N 0.343 1.119 -0.589
C -0.989 -0.866 2.023
N 0.268 0.283 -0.021
O 0.317 -1.562 -2.219
C -3.177 -2.164 0.496
C 2.904 2.295 -1.767
S -0.510 -1.361 0.259
H 2.669 -1.250 -0.333
H 0.494 1.851 0.053
H -0.737 0.396 -0.853
H -0.088 -0.984 -0.349
H 0.086 0.528 1.014
H 0.314 2.296 0.461
H 1.998 -2.082 0.260
H -0.456 -0.002 0.043
H -0.217 0.023 -0.129
H -0.556 -2.050 1.752
H 1.359 0.958 2.457
O -0.363 1.170 -4.136

* expectation value of S²: 0.7533
* multiplicity: 2
* frontier orbital gap (spin up / spin down): 9.8 / 6.8 eV
* HOMO level (spin up / spin down): -9.39 / -9.38 eV


Entry 3:
The following is a quantum chemistry calculation of 2 unconnected molecules or ions with the total composition C4H11N2OS in a non-equilibrium geometry, from the Open Molecules 2025 dataset.

Each line ends with the natural charge from an NBO analysis.
Element x y z (Å)
C1 1.33574 -1.78133 -0.91480  0.572
C2 -2.29345 1.56943 0.85212  -0.685
C3 0.18582 1.01857 1.35107  -0.634
C4 -0.97019 0.91291 0.39403  0.139
N1 1.84599 -0.81254 -1.65571  -0.803
N2 1.71477 -2.95192 -0.60410  -0.750
O1 -0.31618 1.19492 -0.82808  -0.742
S1 -1.34714 -0.90239 0.24476  0.165
H1 -2.52087 2.61494 0.62511  0.268
H2 -3.10188 0.90840 0.53634  0.231
H3 -2.47690 1.48832 1.94057  0.255
H4 0.64705 2.08856 1.12736  0.243
H5 -0.16852 0.78452 2.34557  0.234
H6 1.00848 0.28852 1.07152  0.208
H7 2.31030 -1.14481 -2.53035  0.432
H8 1.41722 0.18406 -1.58981  0.489
H9 2.66299 -3.13450 -0.60530  0.423
H10 0.98478 -3.57597 -0.19781  0.463
H11 -0.91800 1.25032 -1.56250  0.492

Cartesian forces, eV/Å:
C -3.213 3.828 0.287
C -0.575 -0.798 0.536
C 1.826 1.522 -0.734
C 1.112 -1.359 0.226
N -0.525 -0.153 -0.178
N -2.701 -0.718 0.404
O -0.169 0.973 -0.297
S 1.238 -0.713 -0.665
H 0.473 -0.241 -0.546
H -0.354 0.443 -0.736
H 0.984 0.063 -0.256
H -0.974 -2.010 1.266
H 0.362 0.475 0.393
H -1.079 0.822 0.349
H -0.111 0.886 0.924
H 0.666 -2.314 -0.142
H 2.411 -1.255 -0.058
H 1.349 0.493 -0.269
H -0.719 0.057 -0.502

* charge: +1
* frontier orbital gap (spin up / spin down): 6.2 / 6.3 eV
* HOMO level (spin up / spin down): -12.87 / -12.94 eV


Energy above the lowest of the compared OMol25 structures with the same formula, charge and spin per entry: 39.4; 28.7; 120.9 kcal per mole